A) Below is a cluster of 2 separate species, C2H4IPS in total, with properties calculated with ωB97M-V with the def2-TZVPD basis set.

Its LUMO energy (alpha / beta) is -0.0426 / -0.0158 Eh. Its HOMO-LUMO gap (alpha / beta) is 6.4 / 7.6 eV. The calculation puts the HOMO energy (alpha / beta) at -0.278 / -0.294 Ha.

Atoms and positions in Å:
C 1.31524 -0.42463 -0.32180
C 1.97138 0.66892 0.28748
P -2.94622 -1.29303 0.21325
S -0.11142 -1.07250 -0.32387
I -3.59817 1.02285 -0.21070
H 1.28702 1.47041 0.46528
H 2.80495 1.04765 -0.26335
H 2.35419 0.40368 1.24730
H -3.07697 -1.82335 -1.09359


B) Below is an isolated molecule of C2H4IPS, with properties calculated with ωB97M-V with the def2-TZVPD basis set.

Its LUMO energy is 0.0058 Eh. Its HOMO-LUMO gap is 9.1 eV. The calculation puts the HOMO energy at -0.327 Ha.

Atoms and positions in Å:
C -0.09987 0.24094 -0.90537
C 0.42231 1.12622 0.13458
P 0.40584 -0.70636 0.57622
S -1.33672 -1.52987 1.52857
I 1.13702 0.14151 -2.72248
H -1.15624 0.29569 -1.27082
H 1.50351 1.21202 0.10599
H -0.37300 1.86395 0.61491
H -0.50286 -2.64410 1.93839


Least stable of them? A).


A) Below is a structure of composition CBr2N2O, with properties calculated with ωB97M-V with the def2-TZVPD basis set.

Its LUMO energy is -0.0358 Eh. Its HOMO-LUMO gap is 8.0 eV. The calculation puts the HOMO energy at -0.328 Ha.

Atoms and positions in Å:
C 0.47038 -0.87179 -1.28924
N -0.87881 0.01609 0.36287
N -0.85676 0.32986 1.42372
O -0.75376 0.68429 2.49764
Br 0.02439 0.14976 -2.68957
Br 1.99456 -0.30822 -0.30541


B) Below is a structure of composition CBr2N2O, with properties calculated with ωB97M-V with the def2-TZVPD basis set.

Its LUMO energy is -0.0330 Eh. Its HOMO-LUMO gap is 8.9 eV. The calculation puts the HOMO energy at -0.359 Ha.

Atoms and positions in Å:
C 0.78578 -0.00648 -0.06294
N -0.31581 0.50429 0.18886
N -1.54831 0.27784 0.41958
O -2.43612 -0.04268 -0.40325
Br 2.16844 1.17144 -0.04767
Br 1.34601 -1.90442 -0.09458


Least stable of them? A).


A) Below is a structure of composition C27H32F42N9O29S14, with properties calculated with ωB97M-V with the def2-TZVPD basis set.

Its LUMO energy is 0.1969 Eh. Its charge is -5. Its HOMO-LUMO gap is 5.4 eV. The calculation puts the HOMO energy at -0.003 Ha.

Atoms and positions in Å:
C -3.03398 3.53011 3.37686
N -4.25306 3.04225 4.14804
C -5.40612 3.04362 3.09289
C -4.02039 1.61082 4.63847
C -4.60039 3.93650 5.37141
C -5.95814 3.62222 6.13432
O -7.20424 3.82634 5.43509
H -2.11811 3.56139 3.96704
H -3.21700 4.56097 3.07366
H -2.86408 2.79882 2.58664
H -6.27131 2.54282 3.52735
H -5.06630 2.55578 2.17931
H -5.56260 4.06692 2.75160
H -3.12996 1.56224 5.26529
H -3.79079 0.98947 3.77284
H -4.93920 1.33907 5.15811
H -4.62134 4.90675 4.87514
H -3.74421 3.96101 6.04555
H -5.97479 4.00537 7.15462
H -6.11605 2.55016 6.25209
H -7.64952 4.52600 5.91863
C -1.87622 0.39969 0.42762
C -0.84010 -0.53253 0.99289
C -0.09079 -1.15606 -0.25110
N 1.03693 -2.13861 0.20546
C 1.82076 -2.59029 -1.04717
C 0.39808 -3.41863 0.93271
C 1.01104 -3.55950 2.36145
C 1.49753 -2.15697 2.67916
C 1.89157 -1.49574 1.28107
H -2.47420 0.79596 1.24828
H -2.55609 -0.03379 -0.30584
H -1.24288 1.11282 -0.10004
H -1.21532 -1.31011 1.65824
H -0.17976 0.06803 1.61850
H 0.40741 -0.37282 -0.82242
H -0.67940 -1.68755 -0.99888
H 2.33429 -3.53441 -0.86546
H 2.38069 -1.69021 -1.30102
H 1.11851 -2.68850 -1.87499
H 0.66481 -4.33136 0.39991
H -0.68328 -3.29028 0.88506
H 1.89513 -4.18561 2.24123
H 0.30402 -4.01089 3.05749
H 2.43360 -2.36405 3.19781
H 0.72540 -1.78405 3.35210
H 2.89046 -1.88504 1.08416
H 1.84313 -0.40749 1.24278
C 4.43127 -3.30754 -9.79834
F 3.18075 -2.80083 -9.95255
F 4.77492 -4.04601 -10.90308
F 5.40461 -2.37048 -9.57657
S 4.39317 -4.49083 -8.18729
O 3.31247 -5.43812 -8.54908
O 5.75424 -5.03987 -8.13320
N 4.02172 -3.37923 -6.88353
S 3.65274 -4.27428 -5.71444
O 2.24458 -4.27641 -5.38949
O 4.30587 -5.59094 -5.55457
C 4.15536 -3.17554 -4.17143
F 5.49113 -3.06690 -4.14207
F 3.49209 -1.95386 -4.20600
F 3.70030 -3.83519 -3.09987
C -4.16644 -4.10779 3.91559
F -4.85457 -3.64244 4.98114
F -2.79573 -4.16391 4.15176
F -4.60178 -5.26927 3.36272
S -4.32622 -2.79764 2.45948
O -4.33179 -1.47666 3.13766
O -3.11736 -3.08999 1.64939
N -5.82294 -3.10853 1.65816
S -5.73872 -2.43154 0.27037
O -4.48824 -1.84537 -0.26663
O -6.58427 -3.24647 -0.68009
C -6.81013 -0.85030 0.54070
F -8.06680 -1.26001 0.86431
F -6.33755 -0.16235 1.62392
F -6.80825 -0.01730 -0.50072
C 1.88447 1.27331 3.96889
F 2.15195 1.10868 5.26058
F 2.98590 0.71586 3.40643
F 0.70312 0.64669 3.57351
S 1.81189 3.25619 3.68704
O 0.38875 3.62564 3.89187
O 2.64768 3.98594 4.64578
N 2.27550 3.40427 2.00887
S 1.05546 3.78778 1.25631
O -0.05436 2.80935 1.43259
O 0.63350 5.17575 1.45036
C 1.70564 3.66134 -0.58241
F 2.14001 2.41716 -0.86944
F 0.72438 4.07258 -1.36445
F 2.72042 4.45189 -0.82744
C -2.38848 1.34429 -9.10737
F -3.48040 1.33335 -8.35078
F -2.35227 0.11835 -9.73471
F -2.41678 2.39241 -10.05976
S -0.78627 1.56684 -7.94575
O 0.29522 0.92592 -8.68269
O -0.60841 3.00210 -7.71659
N -1.23239 0.62062 -6.52270
S -0.52721 1.40401 -5.38328
O 0.83623 1.89729 -5.69833
O -1.39583 2.41269 -4.71750
C -0.25779 -0.00401 -4.04835
F 0.68032 0.40521 -3.23878
F -1.35343 -0.25844 -3.33070
F 0.26597 -1.05483 -4.68950
C 3.62172 -5.60956 6.05575
F 2.68934 -5.24416 5.18103
F 3.85496 -4.56723 6.83206
F 3.21614 -6.65032 6.75653
S 5.26318 -6.18077 5.13922
O 5.98079 -4.99827 4.67543
O 5.89869 -7.12325 6.04662
N 4.48185 -7.12139 3.91429
S 4.53429 -6.37913 2.57667
O 3.98365 -4.98126 2.56141
O 5.75634 -6.55168 1.74885
C 3.19529 -7.39607 1.55907
F 1.98534 -7.26134 2.09512
F 3.18799 -7.01842 0.29664
F 3.57752 -8.67472 1.55590
C 6.63735 4.28623 -2.17171
F 5.37370 4.57247 -1.69167
F 6.72769 4.86691 -3.41705
F 7.50651 4.82032 -1.40253
S 6.80602 2.29835 -2.24812
O 6.02784 1.83079 -3.36399
O 8.26314 2.09005 -2.51586
N 6.28816 1.82053 -0.66677
S 5.95481 0.32578 -1.02908
O 4.52709 0.13313 -1.53952
O 6.94110 -0.49240 -1.73325
C 5.84090 -0.47515 0.76861
F 4.89399 0.04743 1.52331
F 5.60778 -1.72196 0.55243
F 7.01948 -0.31703 1.36836
C -5.23894 8.37124 0.17123
F -5.40728 8.72245 -1.04279
F -4.69904 9.41777 0.79979
F -6.42578 8.00493 0.73698
S -3.95548 6.89519 0.19499
O -2.69533 7.39930 -0.38516
O -3.89813 6.42587 1.58294
N -4.60304 5.55153 -0.66758
S -3.27104 4.94076 -1.24408
O -2.72369 5.61809 -2.38141
O -2.26466 4.63944 -0.17573
C -3.94181 3.18113 -1.85048
F -4.84305 3.28695 -2.79051
F -2.92279 2.40839 -2.18841
F -4.54357 2.53579 -0.82941


B) Below is a structure of composition C27H32F42N9O29S14, with properties calculated with ωB97M-V with the def2-TZVPD basis set.

Its LUMO energy is 0.2478 Eh. Its charge is -5. Its HOMO-LUMO gap is 6.8 eV. The calculation puts the HOMO energy at -0.001 Ha.

Atoms and positions in Å:
C -12.17643 7.15767 -16.86369
C -13.56619 6.78850 -16.34030
C -14.16522 5.59545 -17.03937
O -15.42967 5.24597 -16.56973
C -16.03484 4.33768 -17.47852
N -13.40192 6.38816 -14.88249
H -12.61765 5.75307 -14.84138
H -13.27261 7.25056 -14.37292
H -14.27310 6.00952 -14.53932
H -12.28348 7.69463 -17.80620
H -11.48693 6.32554 -17.00608
H -11.69277 7.93542 -16.27270
H -14.31185 7.57163 -16.20319
H -13.46965 4.75625 -17.03506
H -14.29004 5.97866 -18.05212
H -16.95208 3.96300 -17.02420
H -15.35248 3.57197 -17.84754
H -16.52174 4.86988 -18.29570
C -13.78175 6.14089 -8.49283
C -14.83238 5.17730 -8.86823
C -14.26603 3.95819 -9.75519
N -15.37567 3.04614 -10.25975
C -14.84732 1.67307 -10.60445
C -13.88014 1.69203 -11.89059
C -14.71613 2.23137 -13.15625
C -15.29329 3.62584 -12.75873
C -16.19374 3.57362 -11.48259
C -16.38605 2.74259 -9.07050
H -14.19922 7.04331 -8.04623
H -13.11262 6.41545 -9.30830
H -13.15366 5.61054 -7.77706
H -15.67295 5.71485 -9.30709
H -15.17609 4.88072 -7.87727
H -13.62069 3.46849 -9.02593
H -13.61714 4.30730 -10.55841
H -14.32624 1.40308 -9.68593
H -15.64431 0.93451 -10.69073
H -13.00225 2.33798 -11.87765
H -13.47860 0.70447 -12.11773
H -13.98345 2.37232 -13.95087
H -15.53289 1.53866 -13.35909
H -14.61013 4.44313 -12.52757
H -15.80147 4.09617 -13.60054
H -16.56008 4.52368 -11.09362
H -17.07245 2.94060 -11.60606
H -15.81744 2.00792 -8.50037
H -17.21300 2.15309 -9.46641
H -16.83508 3.55565 -8.50005
C -15.38149 8.00551 -11.76923
F -16.12369 8.64987 -10.85906
F -14.09093 7.99971 -11.56795
F -15.80104 6.72873 -12.01743
S -15.56010 8.86441 -13.47468
O -16.12290 7.83542 -14.38648
O -16.37306 10.08883 -13.24577
N -13.99125 9.18694 -14.05962
S -13.90894 10.66255 -14.36231
O -14.79300 11.05806 -15.41244
O -13.94685 11.64346 -13.25721
C -12.16320 10.94383 -15.12640
F -11.93691 12.27742 -15.25344
F -11.21508 10.39940 -14.41499
F -12.13280 10.49959 -16.41051
C -10.92348 -6.19727 -8.34429
F -11.77049 -7.14031 -8.78387
F -9.92771 -6.81788 -7.70130
F -10.46518 -5.50855 -9.38713
S -11.69490 -5.03640 -6.99342
O -12.22688 -5.90856 -5.95449
O -10.67057 -4.05377 -6.59002
N -13.08402 -4.51602 -7.96260
S -12.92324 -2.98368 -7.91452
O -12.95742 -2.48748 -6.55776
O -11.79645 -2.56044 -8.77684
C -14.63269 -2.49876 -8.69466
F -15.62278 -2.84587 -7.83074
F -14.60259 -1.14474 -8.77786
F -14.70250 -3.13941 -9.90048
C -23.44764 3.73947 -8.02233
F -23.86478 2.71814 -7.30774
F -24.42065 4.48618 -8.39725
F -22.68022 4.51122 -7.14595
S -22.29860 3.17500 -9.52190
O -21.48458 2.08474 -9.01201
O -23.21786 2.71272 -10.51519
N -21.53313 4.64463 -9.97097
S -20.11962 4.54457 -9.54549
O -19.94064 4.25937 -8.17984
O -19.17900 3.77578 -10.37314
C -19.46467 6.44302 -9.81959
F -18.13541 6.56554 -9.36989
F -19.51155 6.70823 -11.13866
F -20.29557 7.24614 -9.14884
C -13.78887 9.60685 -5.38127
F -13.48170 9.46890 -4.07797
F -13.76976 10.82136 -5.86966
F -12.99597 8.82783 -6.13850
S -15.55888 8.93667 -5.63946
O -15.61402 8.57885 -7.06652
O -15.78113 7.76865 -4.80426
N -16.45049 10.28271 -5.11170
S -17.43924 10.52788 -6.28659
O -16.87624 11.30631 -7.40887
O -18.19739 9.40827 -6.70414
C -18.81791 11.62098 -5.44799
F -18.32946 12.81122 -5.17327
F -19.94161 11.74051 -6.19533
F -19.16908 10.91112 -4.36119
C -11.36326 2.16187 -15.41844
F -11.58864 1.66386 -14.17927
F -10.68506 1.26457 -16.14661
F -12.52485 2.46828 -15.97851
S -10.23599 3.71642 -15.27586
O -8.91816 3.18118 -14.98486
O -10.31914 4.29307 -16.61972
N -11.14861 4.67739 -14.16789
S -10.06375 4.90499 -13.14668
O -9.90318 3.69287 -12.34014
O -8.90549 5.59468 -13.73838
C -11.00256 6.23594 -11.99361
F -11.32258 7.27194 -12.75422
F -12.10779 5.64332 -11.49037
F -10.24425 6.64683 -10.99721
C -15.74077 3.92888 -4.45326
F -16.66042 2.97732 -4.28928
F -15.86812 4.79446 -5.50396
F -15.59173 4.70507 -3.41511
S -14.03689 2.94558 -4.76108
O -13.70869 2.94499 -6.14804
O -13.06726 3.70132 -3.91372
N -14.28593 1.31138 -4.01302
S -14.91138 0.52043 -5.16054
O -16.12935 0.95881 -5.84453
O -13.84698 0.13061 -6.04615
C -15.57119 -0.99553 -4.25447
F -16.59960 -0.56580 -3.47659
F -16.06628 -1.86621 -5.20833
F -14.52197 -1.63441 -3.54428
C -17.34238 -3.69990 -13.20699
F -17.51964 -3.62879 -14.58653
F -18.37528 -4.33840 -12.74032
F -16.20597 -4.36357 -12.94689
S -17.23208 -1.93564 -12.48016
O -17.08678 -2.06604 -11.04346
O -16.06917 -1.42016 -13.21437
N -18.82447 -1.34275 -12.98635
S -19.01954 0.10019 -12.37450
O -20.40865 0.28812 -11.82845
O -17.95461 0.63699 -11.59200
C -18.99862 1.23641 -13.90520
F -19.08393 2.54794 -13.51909
F -17.91107 1.01190 -14.68130
F -19.96914 1.04272 -14.82003


Least stable of them? A).